# 1
ORCA calculation (the ωB97M-V functional and the def2-TZVPD basis) on a cluster of 2 separate species, C6H13OP in total at a distorted geometry.

Structure (ORCA input):
```
! wB97M-V def2-TZVPD RIJCOSX def2/J DEFGRID3
* xyz 0 1
C -0.084 -1.083 1.385
C 1.174 -0.296 1.042
C -0.106 -1.714 -0.005
C 1.233 1.233 1.389
C -1.506 -1.778 -0.769
C -0.103 1.459 -1.817
O -0.072 2.926 -2.116
P 1.191 -0.653 -0.805
H -0.111 -1.712 2.256
H -0.942 -0.302 1.548
H 2.062 -0.839 1.594
H 0.408 -2.744 0.133
H 0.168 1.793 1.449
H 1.745 1.776 0.662
H 1.712 1.280 2.372
H -1.445 -1.056 -1.612
H -2.256 -1.278 -0.158
H -1.911 -2.737 -1.095
H -0.322 3.521 -1.419
H 0.115 1.092 -2.792
H -0.949 1.110 -1.242
*
```

HOMO (spin up / spin down) = -7.9 / -7.5 eV
energy above the lowest of the compared OMol25 structures with the same formula, charge and spin = 101.62 kcal per mole
orbital gap (spin up / spin down) = 7.756 / 7.739 eV
LUMO (spin up / spin down) = -0.17 / 0.19 eV

# 2
ORCA calculation (the ωB97M-V functional and the def2-TZVPD basis) on a structure of composition C40H38N4O6P2PbS3.

Structure (ORCA input):
```
! wB97M-V def2-TZVPD RIJCOSX def2/J DEFGRID3
* xyz 0 1
Pb -0.252 0.296 0.799
C 1.436 -0.096 5.150
C 1.235 0.507 3.737
N 0.020 0.174 3.123
N -1.068 0.362 3.979
C -2.325 0.284 3.600
N -3.264 0.409 4.598
S -2.831 0.023 2.009
C 2.397 0.071 2.839
C 3.701 0.381 3.210
C 4.740 -0.059 2.413
C 4.454 -0.801 1.275
C 3.129 -1.045 0.974
N 2.122 -0.616 1.738
H 0.574 -0.690 5.450
H 1.611 0.682 5.892
H 2.293 -0.766 5.160
H -0.872 0.580 4.945
H -3.024 1.007 5.375
H -4.195 0.563 4.247
H 3.886 0.976 4.094
H 5.764 0.173 2.675
H 5.237 -1.173 0.629
H 2.842 -1.601 0.088
C -1.729 -1.255 -2.581
C -1.851 -2.615 -1.876
P -0.444 -2.858 -0.680
C -1.238 -3.254 0.920
C -0.425 -3.107 2.046
C -0.928 -3.318 3.320
C -2.257 -3.675 3.490
C -3.073 -3.834 2.380
C -2.567 -3.627 1.105
C 0.282 -4.466 -1.171
C 1.070 -4.510 -2.323
C 1.657 -5.698 -2.730
C 1.478 -6.858 -1.987
C 0.708 -6.820 -0.835
C 0.113 -5.633 -0.429
P -0.136 -1.091 -3.544
C -0.729 -0.559 -5.196
C -1.887 0.183 -5.433
C -2.258 0.528 -6.723
C -1.475 0.137 -7.801
C -0.319 -0.596 -7.582
C 0.046 -0.944 -6.289
C 0.577 0.442 -2.845
C 1.744 0.291 -2.094
C 2.324 1.381 -1.455
C 1.746 2.638 -1.568
C 0.603 2.801 -2.337
C 0.023 1.713 -2.970
H -1.782 -0.456 -1.838
H -2.572 -1.109 -3.256
H -1.866 -3.435 -2.595
H -2.793 -2.640 -1.328
H 0.607 -2.797 1.924
H -0.282 -3.189 4.180
H -2.659 -3.824 4.485
H -4.110 -4.119 2.504
H -3.226 -3.761 0.257
H 1.216 -3.608 -2.906
H 2.259 -5.717 -3.630
H 1.939 -7.784 -2.304
H 0.562 -7.718 -0.248
H -0.486 -5.622 0.473
H -2.508 0.506 -4.606
H -3.158 1.107 -6.887
H -1.768 0.402 -8.809
H 0.298 -0.903 -8.417
H 0.946 -1.525 -6.122
H 2.194 -0.693 -2.019
H 3.212 1.246 -0.850
H 2.165 3.483 -1.039
H 0.143 3.778 -2.414
H -0.877 1.860 -3.555
O -2.230 4.711 0.066
S -1.207 3.863 0.615
O -1.255 2.489 0.075
O 0.126 4.417 0.699
C -1.578 3.652 2.352
C -2.864 3.892 2.818
C -3.112 3.962 4.177
C -2.066 3.797 5.079
C -0.791 3.511 4.622
C -0.552 3.416 3.251
S 1.147 3.020 2.808
O 1.971 4.151 3.043
O 1.427 2.001 4.004
O 1.340 2.208 1.631
H -3.646 4.072 2.091
H -4.109 4.182 4.535
H -2.239 3.903 6.143
H 0.019 3.374 5.324
*
```

HOMO = -8.0 eV
energy above the lowest of the compared OMol25 structures with the same formula, charge and spin = 47.44 kcal per mole
orbital gap = 8.250 eV
LUMO = 0.23 eV

# 3
ORCA calculation (the ωB97M-V functional and the def2-TZVPD basis) on a structure of composition C31H42BrCuN3P2 at a distorted geometry.

Structure (ORCA input):
```
! wB97M-V def2-TZVPD RIJCOSX def2/J DEFGRID3
* xyz 2 2
C -1.326 -2.115 -5.810
C -0.619 -0.893 -5.946
C -0.684 -0.259 -7.234
C -1.243 -0.996 -8.316
N -1.789 -2.203 -8.141
C -1.875 -2.757 -6.939
C 0.012 -0.403 -4.718
C 0.209 -0.675 -3.456
C 0.480 -1.406 -2.250
C -0.465 -1.493 -1.171
C -0.032 -1.479 0.154
C 1.345 -1.458 0.448
C 2.268 -1.624 -0.625
C 1.806 -1.850 -1.931
Cu 0.806 1.051 -3.902
P -1.574 0.630 2.065
H -0.388 0.777 -7.415
H -1.490 -2.539 -4.819
H -1.271 -0.607 -9.357
H -2.391 -3.720 -6.852
H 2.451 -2.226 -2.731
H -1.527 -1.533 -1.400
H 3.349 -1.580 -0.489
H -0.773 -1.341 0.964
C -0.992 1.385 3.658
C -1.443 2.800 4.023
H 0.111 1.352 3.593
H -1.287 0.675 4.448
H -1.201 2.978 5.079
H -0.907 3.567 3.448
H -2.522 2.952 3.883
C -1.867 2.113 0.991
C -2.955 1.990 -0.080
H -0.901 2.298 0.486
H -2.066 2.967 1.659
H -2.800 2.774 -0.835
H -2.929 1.034 -0.626
H -3.949 2.127 0.374
C -3.250 -0.058 2.394
C -4.293 0.803 3.095
H -3.062 -0.978 2.972
H -3.629 -0.377 1.410
H -5.243 0.252 3.074
H -4.036 0.980 4.145
H -4.460 1.765 2.596
Br 1.910 -0.856 2.111
P 3.041 2.758 -0.524
C 1.535 3.226 0.429
C 1.737 4.447 1.333
H 1.222 2.351 1.017
H 0.769 3.436 -0.322
H 0.786 4.887 1.653
H 2.319 4.219 2.235
H 2.255 5.245 0.795
C 3.855 1.680 0.769
C 5.379 1.763 0.808
H 3.541 0.636 0.622
H 3.473 1.986 1.755
H 5.785 1.154 1.631
H 5.801 1.418 -0.141
H 5.704 2.798 0.961
C 2.517 1.645 -1.862
C 2.758 2.215 -3.261
H 1.454 1.431 -1.694
H 3.048 0.699 -1.750
H 2.631 1.447 -4.045
H 2.093 3.055 -3.470
H 3.778 2.610 -3.358
N -3.353 -4.759 6.116
C -2.514 -4.687 5.302
C -1.463 -4.634 4.309
C -0.765 -5.801 3.947
C 0.280 -5.709 3.027
C 0.524 -4.450 2.439
N -0.155 -3.361 2.771
C -1.093 -3.410 3.710
H -1.034 -6.760 4.393
H 0.869 -6.571 2.731
H 1.291 -4.342 1.672
H -1.573 -2.464 3.978
*
```

HOMO (spin up / spin down) = -13.3 / -13.3 eV
energy above the lowest of the compared OMol25 structures with the same formula, charge and spin = 90.96 kcal per mole
orbital gap (spin up / spin down) = 6.248 / 4.314 eV
LUMO (spin up / spin down) = -7.03 / -8.97 eV

# 4
ORCA calculation (the ωB97M-V functional and the def2-TZVPD basis) on a cluster of 2 separate species, C3H9NO3 in total at a distorted geometry.

Structure (ORCA input):
```
! wB97M-V def2-TZVPD RIJCOSX def2/J DEFGRID3
* xyz 0 1
C 0.132 -2.674 -1.855
C -0.338 -1.761 -0.725
N 0.744 -0.878 -0.261
C 0.389 0.076 0.702
O 0.036 1.200 0.477
O 0.688 -0.333 1.963
H -0.481 -3.570 -1.810
H 1.180 -2.937 -1.669
H 0.172 -2.138 -2.792
H -0.628 -2.433 0.091
H -1.176 -1.139 -1.041
H 1.598 -1.383 -0.070
H 0.541 0.466 2.500
O -1.260 4.048 -0.219
H -0.890 3.306 -0.711
H -2.125 3.719 0.063
*
```

HOMO = -9.9 eV
energy above the lowest of the compared OMol25 structures with the same formula, charge and spin = 21.09 kcal per mole
orbital gap = 10.504 eV
LUMO = 0.63 eV

# 5
ORCA calculation (the ωB97M-V functional and the def2-TZVPD basis) on a structure of composition C17H20FeI2O2S2 at a distorted geometry.

Structure (ORCA input):
```
! wB97M-V def2-TZVPD RIJCOSX def2/J DEFGRID3
* xyz 3 2
Fe -0.188 -0.234 -0.077
O 0.133 1.456 -1.127
S -0.149 2.609 -2.069
C -1.583 3.544 -1.479
C -1.485 4.173 -0.091
C -1.645 3.158 1.043
C -3.072 2.610 1.132
S -3.232 0.795 0.891
O -1.804 0.218 0.764
C -3.946 0.754 -0.733
C -3.244 0.295 -1.838
C -3.881 0.256 -3.072
C -5.206 0.657 -3.182
C -5.901 1.104 -2.064
C -5.278 1.143 -0.826
C 1.116 3.829 -1.788
C 2.138 3.614 -0.774
C 3.130 4.548 -0.570
C 3.158 5.672 -1.380
C 2.132 5.879 -2.395
C 1.135 4.937 -2.606
H -2.385 2.802 -1.563
H -1.740 4.288 -2.267
H -2.268 4.931 -0.030
H -0.543 4.715 0.029
H -1.386 3.629 1.989
H -0.935 2.347 0.906
H -3.741 3.041 0.388
H -3.506 2.792 2.114
H -2.224 -0.053 -1.749
H -3.351 -0.106 -3.943
H -5.707 0.596 -4.138
H -6.937 1.403 -2.149
H -5.833 1.458 0.052
H 2.105 2.709 -0.180
H 3.880 4.395 0.194
H 3.957 6.399 -1.285
H 2.152 6.783 -2.993
H 0.401 5.091 -3.389
I 0.289 -2.351 1.650
C 2.218 -2.530 0.808
I 2.500 -0.927 -0.555
H 2.278 -3.461 0.258
H 2.958 -2.458 1.595
*
```

HOMO (spin up / spin down) = -17.4 / -17.2 eV
orbital gap (spin up / spin down) = 3.342 / 3.570 eV
LUMO (spin up / spin down) = -14.02 / -13.63 eV

# 6
ORCA calculation (the ωB97M-V functional and the def2-TZVPD basis) on a cluster of 2 separate species, C4H13NO in total at a distorted geometry.

Structure (ORCA input):
```
! wB97M-V def2-TZVPD RIJCOSX def2/J DEFGRID3
* xyz 0 1
C 0.687 0.099 3.373
C 0.533 -0.857 2.180
O 0.351 0.006 1.077
C 0.703 -0.139 -0.282
C -0.178 -1.213 -0.931
H -0.310 0.432 3.687
H 1.345 0.917 3.091
H 1.164 -0.409 4.207
H 1.396 -1.528 2.035
H -0.340 -1.517 2.303
H 0.479 0.835 -0.748
H 1.771 -0.359 -0.338
H -1.124 -1.437 -0.446
H -0.570 -0.876 -1.898
H 0.368 -2.118 -1.182
N -1.894 2.013 -4.548
H -1.816 1.843 -3.556
H -1.115 2.523 -4.936
H -1.953 1.093 -4.966
*
```

HOMO = -9.5 eV
energy above the lowest of the compared OMol25 structures with the same formula, charge and spin = 29.11 kcal per mole
orbital gap = 10.344 eV
LUMO = 0.85 eV